# 1
Density functional theory data (ωB97M-V/def2-TZVPD) for C48H63N3O2PPbS as an isolated structure.

Summary:
- HOMO-LUMO gap (eV) = 5.292
- multiplicity = 1
- ΔE to the lowest compared entry with this formula, charge and spin (kJ/mol) = 8.8
- highest occupied orbital energy (eV) = -15.0
- E_tot (a.u.) = -3113.14879
- total charge = +3

Positions of all 119 atoms, in Å:
Pb 0.247 -0.617 -0.479
C 0.081 3.064 0.889
C 0.353 2.295 1.986
C -1.063 1.775 2.544
C -1.982 2.367 1.779
C -1.321 3.237 0.798
C -2.042 4.154 -0.094
C -2.808 3.217 -1.076
C -1.122 5.092 -0.876
C -3.079 4.970 0.709
C -1.403 0.774 3.622
C -0.849 1.140 5.013
C -0.904 -0.616 3.164
C -2.926 0.678 3.768
C 1.730 2.253 2.571
C 1.688 3.321 3.712
C 2.779 2.721 1.550
C 2.200 0.901 3.131
H 0.805 3.598 0.298
H -3.052 2.268 1.869
H -2.124 2.579 -1.643
H -3.344 3.854 -1.781
H -3.533 2.593 -0.549
H -0.355 4.545 -1.428
H -0.635 5.808 -0.211
H -1.709 5.656 -1.600
H -3.792 4.335 1.237
H -3.636 5.596 0.011
H -2.588 5.622 1.434
H 0.232 1.114 5.083
H -1.240 0.424 5.737
H -1.194 2.132 5.312
H 0.167 -0.645 2.966
H -1.444 -0.920 2.262
H -1.123 -1.348 3.944
H -3.363 1.631 4.073
H -3.161 -0.054 4.542
H -3.402 0.345 2.842
H 1.513 4.314 3.298
H 2.662 3.312 4.204
H 0.925 3.122 4.461
H 2.645 3.766 1.269
H 2.774 2.103 0.649
H 3.767 2.635 2.002
H 1.585 0.526 3.940
H 3.209 1.032 3.523
H 2.254 0.147 2.342
C 0.510 2.140 -3.479
C 1.600 1.112 -3.177
C 2.919 1.458 -3.865
C 1.195 -0.318 -3.541
C 0.781 -0.521 -5.001
O -0.491 -1.209 -4.904
C -0.861 -1.274 -3.634
N -0.005 -0.792 -2.791
C -2.196 -1.889 -3.435
C -2.958 -1.995 -4.606
C -4.232 -2.532 -4.604
C -4.783 -2.963 -3.411
C -4.048 -2.856 -2.241
C -2.750 -2.346 -2.221
P -1.975 -2.297 -0.552
C -1.727 -3.984 0.060
C -0.642 -4.171 0.927
C -0.401 -5.410 1.501
C -1.236 -6.478 1.204
C -2.313 -6.303 0.344
C -2.566 -5.064 -0.224
C -3.336 -1.586 0.425
C -3.881 -0.371 0.000
C -4.985 0.158 0.648
C -5.547 -0.519 1.727
C -4.989 -1.710 2.168
C -3.879 -2.244 1.523
H 0.797 3.107 -3.063
H -0.454 1.852 -3.048
H 0.372 2.289 -4.551
H 1.784 1.123 -2.095
H 2.815 1.424 -4.953
H 3.713 0.765 -3.575
H 3.235 2.467 -3.597
H 2.031 -0.974 -3.277
H 1.461 -1.143 -5.573
H 0.612 0.409 -5.538
H -2.543 -1.639 -5.536
H -4.791 -2.596 -5.528
H -5.787 -3.370 -3.382
H -4.521 -3.149 -1.313
H 0.011 -3.336 1.167
H 0.431 -5.543 2.180
H -1.051 -7.449 1.646
H -2.966 -7.135 0.115
H -3.412 -4.957 -0.886
H -3.467 0.137 -0.867
H -5.431 1.081 0.298
H -6.423 -0.118 2.219
H -5.427 -2.235 3.007
H -3.451 -3.177 1.872
O 1.028 -3.347 -1.500
H 0.373 -4.048 -1.364
H 1.291 -3.402 -2.427
N 3.736 -3.363 -0.639
C 4.169 -2.121 -0.415
S 3.044 -0.815 -0.301
N 5.469 -1.951 -0.224
C 6.289 -0.779 -0.072
C 7.493 -0.978 0.590
C 8.380 0.074 0.752
C 8.069 1.327 0.245
C 6.873 1.515 -0.428
C 5.976 0.467 -0.595
H 2.752 -3.518 -0.799
H 4.363 -4.153 -0.654
H 6.009 -2.804 -0.154
H 7.738 -1.959 0.987
H 9.313 -0.088 1.273
H 8.764 2.148 0.363
H 6.638 2.485 -0.847
H 5.064 0.625 -1.148

# 2
Density functional theory data (ωB97M-V/def2-TZVPD) for one molecule with the formula C20H19NO4 in a non-equilibrium geometry.

Summary:
- HOMO-LUMO gap (eV) = 7.772
- multiplicity = 1
- ΔE to the lowest compared entry with this formula, charge and spin (kJ/mol) = 325.0
- structure (SMILES) = CCOc1cc(/C=C2/C(=O)ON=C2C)ccc1OCc1ccccc1
- highest occupied orbital energy (eV) = -8.5
- E_tot (a.u.) = -1129.17306
- total charge = 0

Positions of all 44 atoms, in Å:
C -1.644 -3.377 -1.211
C -1.548 -2.185 -0.271
O -0.188 -1.776 -0.258
C 0.206 -0.636 0.357
C 1.487 -0.218 0.010
C 2.067 0.932 0.539
C 3.386 1.374 0.168
C 4.487 0.649 -0.133
C 5.733 1.323 -0.585
O 5.934 2.486 -0.805
O 6.668 0.350 -0.739
N 6.136 -0.872 -0.373
C 4.898 -0.742 -0.047
C 4.137 -1.919 0.437
C 1.308 1.703 1.426
C 0.054 1.286 1.804
C -0.523 0.122 1.296
O -1.739 -0.334 1.730
C -2.817 0.592 1.849
C -3.308 1.000 0.484
C -2.698 2.044 -0.202
C -3.097 2.363 -1.488
C -4.108 1.643 -2.102
C -4.720 0.601 -1.425
C -4.318 0.279 -0.140
H -2.671 -3.730 -1.251
H -1.327 -3.092 -2.210
H -1.003 -4.181 -0.860
H -2.184 -1.367 -0.631
H -1.869 -2.467 0.738
H 2.003 -0.790 -0.742
H 3.535 2.450 0.141
H 4.840 -2.668 0.793
H 3.456 -1.632 1.234
H 3.557 -2.360 -0.372
H 1.726 2.605 1.846
H -0.495 1.870 2.528
H -3.588 0.036 2.389
H -2.532 1.467 2.440
H -1.907 2.609 0.269
H -2.616 3.175 -2.012
H -4.418 1.892 -3.105
H -5.509 0.036 -1.899
H -4.790 -0.539 0.385

# 3
Density functional theory data (ωB97M-V/def2-TZVPD) for C47H44I2OP2STl as an isolated structure.

Summary:
- HOMO-LUMO gap (eV) = 8.312
- multiplicity = 1
- ΔE to the lowest compared entry with this formula, charge and spin (kJ/mol) = 9.1
- highest occupied orbital energy (eV) = -10.6
- E_tot (a.u.) = -3741.23579
- total charge = +1

Positions of all 98 atoms, in Å:
Tl 0.990 1.009 0.966
C 1.793 0.766 5.686
C 2.893 1.217 4.730
C 2.667 2.678 4.325
C 3.035 0.329 3.506
C 2.295 -0.842 3.337
C 2.480 -1.659 2.226
C 3.403 -1.335 1.236
C 3.653 -2.241 0.066
C 4.127 -0.153 1.393
C 3.951 0.655 2.504
H 1.744 1.440 6.538
H 1.958 -0.238 6.069
H 0.819 0.780 5.196
H 3.849 1.152 5.266
H 1.763 2.774 3.712
H 3.497 3.092 3.757
H 2.533 3.300 5.207
H 1.571 -1.142 4.078
H 1.911 -2.575 2.159
H 3.798 -3.268 0.393
H 4.544 -1.937 -0.477
H 2.823 -2.243 -0.639
H 4.860 0.122 0.650
H 4.551 1.547 2.599
O -2.372 3.205 0.727
S -1.892 2.009 -0.008
C -3.224 0.804 0.103
C -4.515 1.283 -0.082
C -5.597 0.467 0.192
C -5.386 -0.815 0.680
C -4.098 -1.274 0.878
C -2.993 -0.475 0.579
P -1.301 -1.114 0.835
C -1.379 -1.673 2.565
C -1.523 -0.672 3.526
C -1.514 -0.984 4.872
C -1.344 -2.304 5.275
C -1.195 -3.300 4.325
C -1.217 -2.989 2.973
C -1.234 -2.636 -0.147
C 0.017 -3.243 -0.221
C 0.207 -4.387 -0.968
C -0.858 -4.939 -1.666
C -2.104 -4.342 -1.601
C -2.294 -3.194 -0.848
C -1.991 2.434 -1.753
C -2.884 3.437 -2.095
C -3.024 3.796 -3.424
C -2.268 3.157 -4.396
C -1.343 2.195 -4.030
C -1.166 1.839 -2.694
P 0.106 0.625 -2.189
C -0.179 -0.687 -3.430
C 0.847 -1.273 -4.159
C 0.567 -2.274 -5.078
C -0.739 -2.687 -5.283
C -1.768 -2.102 -4.559
C -1.489 -1.117 -3.631
C 1.694 1.380 -2.675
C 2.826 0.761 -2.145
C 4.093 1.245 -2.415
C 4.247 2.380 -3.196
C 3.129 3.016 -3.710
C 1.861 2.518 -3.458
H -4.669 2.301 -0.397
H -6.601 0.837 0.052
H -6.226 -1.448 0.919
H -3.938 -2.264 1.280
H -1.661 0.363 3.221
H -1.640 -0.203 5.607
H -1.335 -2.552 6.324
H -1.065 -4.324 4.632
H -1.106 -3.778 2.239
H 0.846 -2.809 0.312
H 1.183 -4.843 -1.017
H -0.714 -5.826 -2.262
H -2.933 -4.760 -2.149
H -3.271 -2.732 -0.828
H -3.437 3.938 -1.319
H -3.724 4.567 -3.702
H -2.391 3.417 -5.434
H -0.755 1.703 -4.791
H 1.869 -0.943 -4.032
H 1.371 -2.718 -5.643
H -0.956 -3.458 -6.007
H -2.788 -2.416 -4.716
H -2.301 -0.662 -3.076
H 2.714 -0.116 -1.520
H 4.959 0.745 -2.007
H 5.230 2.771 -3.396
H 3.241 3.907 -4.307
H 1.004 3.035 -3.859
I 0.076 4.887 2.680
C 0.079 5.586 0.689
I 1.084 4.298 -0.658
H 0.590 6.543 0.660
H -0.948 5.656 0.348

# 4
Density functional theory data (ωB97M-V/def2-TZVPD) for C6H4AuO6 as an isolated structure in a non-equilibrium geometry.

Summary:
- HOMO-LUMO gap (alpha / beta) (eV) = 10.471 / 6.152
- multiplicity = 3
- ΔE to the lowest compared entry with this formula, charge and spin (kJ/mol) = 0.0
- highest occupied orbital energy (alpha / beta) (eV) = -24.1 / -24.5
- E_tot (a.u.) = -816.64930
- total charge = +3

Positions of all 17 atoms, in Å:
O 0.001 3.785 -1.354
C 0.003 2.707 -0.989
Au 0.004 0.229 -0.271
O 0.000 -1.215 -3.049
C -0.002 -0.661 -2.035
C -0.009 -2.028 0.667
O 0.001 -3.065 1.096
C -2.075 0.073 -0.016
O -3.212 -0.102 0.026
C 2.077 0.076 -0.013
O 3.215 -0.097 0.034
C 0.275 -0.029 2.963
O 0.015 1.075 2.004
H 1.227 -0.547 2.686
H -0.563 -0.765 3.043
H 0.398 0.606 3.855
H -0.936 1.327 1.978

# 5
Density functional theory data (ωB97M-V/def2-TZVPD) for C23H21Cl2GdNP as an isolated structure in a non-equilibrium geometry.

Summary:
- HOMO-LUMO gap (alpha / beta) (eV) = 7.513 / 5.551
- multiplicity = 8
- highest occupied orbital energy (alpha / beta) (eV) = -14.6 / -14.6
- E_tot (a.u.) = -2970.64017
- total charge = +2

Positions of all 49 atoms, in Å:
Gd 0.448 1.190 -0.003
Cl -1.423 -0.136 0.898
P 0.868 -0.773 -1.892
C 2.351 -1.820 -1.799
C 3.424 -1.654 -2.689
C 4.524 -2.514 -2.589
C 4.581 -3.484 -1.578
C 3.538 -3.601 -0.646
C 2.437 -2.751 -0.742
C -0.484 -1.894 -2.450
C -1.797 -1.380 -2.511
C -2.883 -2.184 -2.849
C -2.677 -3.543 -3.106
C -1.377 -4.058 -3.112
C -0.282 -3.244 -2.784
C 1.114 0.384 -3.294
C 1.140 1.795 -3.140
C 1.133 2.600 -4.284
C 1.203 2.019 -5.555
C 1.275 0.630 -5.692
C 1.211 -0.192 -4.565
H -1.960 -0.330 -2.271
H -3.886 -1.749 -2.908
H -3.526 -4.181 -3.340
H -1.209 -5.103 -3.390
H 0.729 -3.657 -2.804
H 3.393 -0.876 -3.458
H 5.337 -2.431 -3.313
H 5.437 -4.158 -1.510
H 3.568 -4.365 0.138
H 1.622 -2.804 -0.014
H 1.210 2.297 -2.147
H 1.075 3.689 -4.178
H 1.199 2.657 -6.439
H 1.366 0.186 -6.677
H 1.221 -1.277 -4.676
H 6.296 0.535 -2.850
H 5.980 1.131 -3.180
Cl 3.984 -1.324 4.250
C 3.641 -0.270 2.937
C 4.443 0.859 2.724
C 4.087 1.747 1.710
C 2.981 1.494 0.905
N 2.170 0.424 1.172
C 2.486 -0.447 2.181
H 5.272 1.053 3.395
H 4.618 2.693 1.599
H 2.664 2.172 0.079
H 1.749 -1.208 2.403

# 6
Density functional theory data (ωB97M-V/def2-TZVPD) for a 4-piece molecular cluster, C5H9NO overall in a non-equilibrium geometry.

Summary:
- HOMO-LUMO gap (eV) = 9.476
- multiplicity = 1
- ΔE to the lowest compared entry with this formula, charge and spin (kJ/mol) = 459.1
- highest occupied orbital energy (eV) = -9.1
- E_tot (a.u.) = -325.76270
- total charge = 0

Positions of all 16 atoms, in Å:
C 1.079 0.224 -1.543
C 0.638 1.128 -0.428
O -0.391 1.838 -0.556
C -0.053 -0.440 1.254
C -1.436 -0.502 1.065
C 0.773 -1.542 0.870
N 1.459 -2.417 0.534
H 1.833 -0.497 -1.225
H 1.498 0.849 -2.342
H 0.217 -0.308 -1.960
H 1.372 1.422 0.334
H -1.491 1.064 -0.424
H 0.345 0.195 2.040
H -2.081 0.001 1.781
H -1.868 -1.392 0.613
H -1.892 0.380 -0.011